Formula: Fe2N2O6
Source: the Open Molecules 2025 dataset
Level of theory: the ωB97M-V functional and the def2-TZVPD basis

## Properties
2S+1: 10
frontier orbital gap (alpha / beta): 5.76 / 4.95 eV
E: -84016.732 eV
⟨S²⟩: 24.770
total charge: +1

```
10
Fe2N2O6 the ωB97M-V functional and the def2-TZVPD basis
Fe 1.388 -2.291 -0.478
N -0.681 0.249 2.266
O 1.582 1.269 -2.623
Fe -2.155 -0.410 -0.765
O 0.069 1.213 2.305
O -1.217 -0.070 1.211
N 0.886 0.482 -2.034
O -0.229 0.490 -1.525
O -1.058 -0.466 3.306
O 1.415 -0.465 -1.664
```

---

Formula: C5H12N2O
Source: the Open Molecules 2025 dataset
Level of theory: the ωB97M-V functional and the def2-TZVPD basis

## Properties
frontier orbital gap (alpha / beta): 7.88 / 7.88 eV
E: -10404.566 eV

```
20
C5H12N2O the ωB97M-V functional and the def2-TZVPD basis
H -1.957 0.321 -1.203
H -1.514 -1.797 -0.099
H -0.760 0.069 1.974
N -1.809 -1.085 0.561
H 0.582 -1.662 -1.604
H -2.225 -1.533 1.365
H 0.663 -2.131 0.783
H 1.476 1.528 0.603
N -1.127 0.902 -1.150
C 0.967 -1.067 0.735
C -0.450 0.846 0.018
H 1.180 -0.001 -1.598
C 0.493 1.941 0.375
H 0.579 2.700 -0.404
H -0.932 1.656 -1.791
C 1.241 -0.963 -1.087
H 0.134 2.430 1.284
H 2.279 -1.287 -1.126
O 1.877 -0.627 1.433
C -0.696 -0.240 0.931
```

---

Formula: C4H9N3
Source: the Open Molecules 2025 dataset
Level of theory: the ωB97M-V functional and the def2-TZVPD basis

## Properties
frontier orbital gap (alpha / beta): 8.15 / 8.15 eV
E: -8759.113 eV

```
16
C4H9N3 the ωB97M-V functional and the def2-TZVPD basis
H -1.094 1.236 0.329
H 2.680 0.498 1.602
H 4.469 0.084 0.718
H -1.756 1.103 -1.417
C 0.833 -0.769 -0.819
H -2.826 -0.941 -0.624
N -0.470 -0.489 -0.982
H -0.911 -0.984 -1.869
C -2.569 -0.215 0.099
C 1.428 -0.060 0.315
N 3.770 -0.293 0.094
C -1.430 0.576 -0.477
H 0.907 0.589 0.987
H -3.353 0.411 0.350
H -2.345 -0.821 1.050
N 2.666 0.076 0.644
```

---

Formula: C4H7N3O
Source: the Open Molecules 2025 dataset
Level of theory: the ωB97M-V functional and the def2-TZVPD basis

## Properties
frontier orbital gap: 8.12 eV
E: -10775.516 eV
SMILES: Cc1nc(N)c(O)[nH]1

```
15
C4H7N3O the ωB97M-V functional and the def2-TZVPD basis
C 2.691 -0.163 0.081
N 0.406 1.255 -0.070
H 0.799 2.134 0.074
H -2.654 -1.866 -0.609
C 1.123 0.127 -0.199
C -0.975 -0.632 0.039
H -2.830 -1.604 0.982
H 3.415 0.681 -0.427
H 2.887 -1.247 -0.269
C -0.997 0.797 -0.035
N -2.294 -1.178 -0.001
N 0.398 -0.885 -0.267
H 2.680 -0.112 1.288
O -1.922 1.667 0.014
H -2.727 1.024 -0.601
```

---

Formula: C5H12O2
Source: the Open Molecules 2025 dataset
Level of theory: the ωB97M-V functional and the def2-TZVPD basis

## Properties
frontier orbital gap: 9.26 eV
E: -9472.712 eV
SMILES: C=C/C=C/C.O.O

```
19
C5H12O2 the ωB97M-V functional and the def2-TZVPD basis
C 1.148 0.170 -1.306
O 2.021 -1.755 0.462
H -2.693 -0.258 1.077
H -2.859 -0.847 -0.631
O -0.711 0.380 2.881
H 2.416 1.855 -1.670
H -0.025 0.688 2.288
H -0.191 -1.475 -0.953
H -0.720 -0.582 2.730
C -2.476 -0.054 0.024
C 1.502 1.457 -1.250
H -3.145 0.758 -0.304
H 1.905 -2.144 -0.416
C -0.090 -0.402 -0.835
H -0.775 1.316 0.068
C -1.040 0.299 -0.198
H 0.952 2.295 -0.841
H 2.836 -1.227 0.529
H 1.946 -0.477 -1.657
```

---

Formula: C47H49N12O3RuSSe
Source: the Open Molecules 2025 dataset
Level of theory: the ωB97M-V functional and the def2-TZVPD basis

## Properties
2S+1: 6
frontier orbital gap (alpha / beta): 7.58 / 3.98 eV
E: -152306.287 eV
⟨S²⟩: 8.765
total charge: +2

```
114
C47H49N12O3RuSSe the ωB97M-V functional and the def2-TZVPD basis
C 7.410 -1.025 3.931
C -4.090 -0.226 -0.228
N 4.354 0.345 0.362
N 0.008 -1.809 1.479
H 3.454 5.529 -3.356
H 1.883 -8.344 4.279
H 8.578 0.755 3.992
C -0.974 -2.460 2.153
H 5.365 3.140 2.025
C 6.423 -0.036 1.509
C 1.034 4.487 2.440
N 0.168 -3.969 1.259
N 2.250 -0.089 0.036
C 4.552 3.432 2.684
C -2.706 -0.009 -0.282
H -1.627 4.966 5.926
C 3.531 4.276 1.930
N -2.064 1.133 0.057
C 2.623 3.594 -3.743
H -5.616 -1.698 -0.456
C -1.816 2.713 2.560
C 7.853 0.185 3.435
H 1.172 -5.272 0.002
H -0.421 8.025 -1.899
H 2.890 -4.150 1.913
C 1.293 -7.011 2.721
C -2.665 3.238 1.604
C 3.427 0.064 -0.559
C 4.580 -4.631 3.846
Ru -0.118 0.291 0.457
H -0.204 9.555 2.090
C 0.640 -5.303 0.959
H 0.952 3.401 2.326
H 1.808 0.043 2.164
H 1.048 5.699 -4.240
H -1.157 2.867 4.588
C 2.458 4.841 2.872
C -2.312 -2.188 -0.932
N -0.888 -3.758 2.044
H -0.602 9.890 -0.294
N 0.303 5.402 -0.962
H 2.605 4.429 3.872
C 1.328 5.715 -3.185
H -1.164 1.850 2.317
H 3.584 3.099 -3.615
H 0.327 4.820 3.204
O 4.857 -3.548 3.083
N 6.232 -3.672 4.771
N -1.844 -0.983 -0.646
S -2.671 2.644 -0.076
C 1.548 -5.814 2.062
H 2.455 3.747 -4.807
C -0.113 8.710 1.423
H 4.097 2.531 3.093
H 6.157 0.077 -0.652
C 5.910 -2.979 3.715
H -1.734 -1.957 2.719
C -3.661 -2.492 -0.879
H -1.578 -2.923 -1.235
H 0.047 4.085 -2.524
H -0.234 -5.951 0.869
H 2.561 5.924 2.949
N 5.408 -4.699 4.851
C 5.782 0.541 0.266
H 2.790 4.730 -1.929
C 2.622 4.923 -2.995
C 0.702 -2.793 0.917
H 1.848 2.928 -3.362
H 0.399 7.335 2.988
H -4.129 4.689 1.102
C 7.358 0.685 2.240
H 0.462 -7.630 2.419
C 3.181 -6.656 4.176
C -1.808 3.272 3.828
H -3.997 -3.483 -1.129
O -1.635 3.402 -0.751
C 0.230 7.474 1.932
C -3.483 4.316 1.883
C 0.152 5.160 -2.376
C -2.635 4.352 4.141
H 5.991 1.614 0.223
C -4.559 -1.489 -0.521
H -0.776 5.635 -2.694
C 3.467 -5.477 3.490
Se 0.980 2.699 -0.383
C 2.528 0.126 1.354
C 2.105 -7.422 3.769
C 2.651 -5.066 2.435
C 5.997 -1.262 1.990
O -3.978 2.663 -0.640
H 3.805 -6.954 5.003
H 3.607 -0.009 -1.614
H -3.235 4.314 6.186
C -3.463 4.872 3.150
C -0.244 7.865 -0.849
H -3.061 5.928 5.518
H -4.101 5.714 3.370
H 5.290 -1.857 1.434
C 6.466 -1.749 3.208
H 4.981 3.998 3.509
H 3.055 3.648 1.163
C -2.634 4.930 5.518
N 0.659 5.092 1.187
H -4.742 0.586 0.048
H 1.494 6.755 -2.902
C -0.345 8.902 0.057
H 7.714 1.635 1.875
N 3.785 0.392 1.565
H 4.048 5.084 1.409
H 1.542 -2.666 0.260
C 0.107 6.617 -0.348
H 7.759 -1.404 4.876
C 0.341 6.425 1.026
C 0.614 4.498 -0.024
```

---

What is the formula in the second record? C5H12N2O

---

Among the records above, which one has the lowest E? C47H49N12O3RuSSe

---

Which of these has the lowest E? C47H49N12O3RuSSe